Record 1
Formula: C3H8N3OS
Source: OMol25
Level of theory: the ωB97M-V functional and the def2-TZVPD basis

Values from the calculation:
**Kohn-Sham gap (alpha / beta)**: 7.1 / 6.5 eV
**M**: 134.18 g/mol
**HOMO (alpha / beta)**: -11.286 / -11.104 eV
**Charge**: +1
**Relative energy (zero: lowest compared OMol25 entry of this formula, charge and spin)**: 84.6 kcal per mole

Element x y z (Å)
1 C 0.87154 1.52558 -0.03383
2 C 2.81042 0.18006 0.00221
3 C -2.95863 -1.52161 -0.15201
4 N 1.49254 0.30214 0.07850
5 N -0.47720 1.55747 -0.15033
6 N -1.16142 0.49598 -0.12779
7 O 3.42796 -0.91622 0.31063
8 S -2.75571 0.36703 0.15267
9 H 1.41461 2.34950 -0.01549
10 H 3.34155 1.02954 0.07915
11 H -3.43344 -1.74767 0.85103
12 H -1.98094 -1.98833 -0.13684
13 H -3.63019 -1.86878 -0.96081
14 H -0.77861 2.55817 -0.11983
15 H 0.95753 -0.58847 0.07073
16 H 2.85999 -1.73441 0.15202

***

Record 2
Formula: C31H66N3O7
Source: OMol25
Level of theory: the ωB97M-V functional and the def2-TZVPD basis

Values from the calculation:
**Kohn-Sham gap**: 7.1 eV
**M**: 592.88 g/mol
**HOMO**: -11.185 eV
**Charge**: +1

Element x y z (Å)
1 C 9.42046 2.55455 -1.34411
2 C 9.10109 3.91581 -1.99131
3 C 7.79841 4.50545 -1.41097
4 C 7.03610 3.73203 -0.35885
5 N 5.78903 4.42844 0.18017
6 C 4.60656 3.86694 -0.53920
7 C 3.92808 2.51459 -0.11272
8 C 2.69222 2.08014 -0.93479
9 N 2.09617 2.74702 -2.04616
10 C 2.72258 3.97970 -2.39326
11 C 3.96789 4.63078 -1.74536
12 N 7.25340 2.46574 0.23509
13 C 8.46117 1.96649 -0.32087
14 H 10.37085 1.99249 -1.63360
15 H 9.75182 4.40757 -2.78105
16 H 7.42049 5.51852 -1.77731
17 H 5.77229 4.22694 1.19978
18 H 5.87408 5.44525 0.02198
19 H 4.34710 1.95107 0.78206
20 H 2.19033 1.09536 -0.60220
21 H 2.24604 4.56486 -3.26514
22 H 4.42715 5.62774 -2.06058
23 H 8.76238 0.93274 0.09739
24 C 1.69985 -1.92891 -2.79393
25 C 2.41362 -2.38984 -1.53416
26 C 2.86710 -3.83609 -1.65222
27 O 1.53474 -2.25789 -0.41669
28 H 0.80329 -2.52961 -2.97765
29 H 1.36879 -0.89083 -2.69000
30 H 2.35307 -2.00207 -3.66671
31 H 3.27928 -1.74736 -1.34565
32 H 2.01097 -4.50277 -1.79593
33 H 3.36812 -4.15759 -0.73468
34 H 3.55558 -3.96667 -2.49094
35 H 0.76593 -2.82279 -0.57510
36 C -0.92990 -1.23928 2.84478
37 C -0.78408 -2.47736 3.71460
38 C 0.53770 -2.47381 4.46637
39 O -0.85977 -3.64298 2.89633
40 H -0.13521 -1.19415 2.09145
41 H -1.87840 -1.26101 2.30193
42 H -0.89226 -0.32714 3.44676
43 H -1.61207 -2.52520 4.42732
44 H 1.38347 -2.47220 3.77091
45 H 0.63388 -3.37495 5.07831
46 H 0.61946 -1.59878 5.11692
47 H -0.13041 -3.60912 2.26262
48 C 3.93781 -2.55488 -8.10432
49 C 2.68104 -2.71972 -7.26439
50 C 1.44924 -2.23029 -8.00949
51 O 2.82297 -1.98577 -6.04891
52 H 4.10979 -1.50106 -8.34711
53 H 4.81641 -2.89972 -7.55239
54 H 3.86653 -3.12032 -9.03684
55 H 2.55406 -3.77194 -6.99565
56 H 1.53511 -1.16532 -8.24893
57 H 0.55543 -2.34411 -7.38992
58 H 1.30340 -2.78602 -8.93917
59 H 2.93597 -1.05286 -6.27536
60 C -4.66771 -1.78159 0.55446
61 C -5.06646 -0.81888 1.66192
62 C -5.99821 0.26552 1.14456
63 O -3.89483 -0.21580 2.20947
64 H -4.13336 -1.25767 -0.24528
65 H -3.98891 -2.54859 0.93813
66 H -5.54403 -2.27336 0.12452
67 H -5.55659 -1.37006 2.46904
68 H -5.51076 0.86077 0.36532
69 H -6.26689 0.95638 1.94812
70 H -6.91439 -0.16480 0.73265
71 H -3.45384 0.27480 1.50272
72 C -2.84404 -3.13999 -3.40067
73 C -1.81168 -3.85487 -4.25823
74 C -2.46333 -4.89010 -5.16135
75 O -0.85633 -4.49629 -3.41447
76 H -3.36749 -3.84694 -2.74877
77 H -2.36040 -2.40727 -2.74842
78 H -3.58242 -2.62383 -4.01953
79 H -1.27020 -3.12491 -4.86677
80 H -2.97364 -5.65769 -4.57070
81 H -1.70875 -5.40387 -5.76316
82 H -3.19020 -4.42645 -5.83309
83 H -1.32581 -5.14448 -2.87207
84 C -8.04792 3.96873 4.44347
85 C -7.50577 3.87527 3.02586
86 C -7.09487 5.24126 2.49862
87 O -8.50351 3.31856 2.17262
88 H -8.93801 4.60522 4.47989
89 H -8.34988 2.98204 4.80474
90 H -7.29889 4.37721 5.12676
91 H -6.64612 3.19951 3.00505
92 H -7.95185 5.92179 2.46761
93 H -6.71824 5.16026 1.47521
94 H -6.31704 5.68810 3.12332
95 H -9.26858 3.90912 2.18399
96 C 0.37297 0.94997 8.36118
97 C -1.13173 1.00152 8.14695
98 C -1.49323 0.73697 6.69378
99 O -1.62088 2.28443 8.53145
100 H 0.87903 1.71456 7.76233
101 H 0.61905 1.15321 9.40683
102 H 0.77717 -0.02908 8.09061
103 H -1.61961 0.26193 8.78757
104 H -1.05210 1.49382 6.03655
105 H -2.57602 0.78859 6.55189
106 H -1.14497 -0.24879 6.37382
107 H -1.19499 2.94600 7.97031

***

Record 3
Formula: C5H11NO
Source: OMol25
Level of theory: the ωB97M-V functional and the def2-TZVPD basis

Values from the calculation:
**Kohn-Sham gap**: 9.2 eV
**M**: 101.15 g/mol
**SMILES**: C/C=C/C=C/N.O
**HOMO**: -8.287 eV
**Relative energy (zero: lowest compared OMol25 entry of this formula, charge and spin)**: 68.8 kcal per mole

Element x y z (Å)
1 C 3.42208 0.15540 0.42031
2 C 2.14195 0.24393 -0.36150
3 C 1.12323 -0.67680 -0.35938
4 C -0.40311 -0.63901 -0.53592
5 C -1.28019 -1.24153 0.31933
6 N -2.71393 -0.93006 0.12242
7 H 4.02556 1.01020 0.13234
8 H 3.24074 0.29639 1.47020
9 H 3.93646 -0.75653 0.20071
10 H 2.00104 1.35537 -0.66202
11 H 1.29647 -1.71878 -0.05405
12 H -0.74606 -0.09918 -1.50262
13 H -1.03173 -1.64498 1.28139
14 H -3.26448 -1.77901 0.41382
15 H -2.95457 -0.89855 -0.90719
16 O -1.69835 2.45887 0.24001
17 H -1.62966 1.52719 0.43194
18 H -2.31327 2.49532 -0.47857

***

Record 4
Formula: C20H28CdNO2S
Source: OMol25
Level of theory: the ωB97M-V functional and the def2-TZVPD basis

Values from the calculation:
**Kohn-Sham gap**: 5.5 eV
**M**: 458.93 g/mol
**HOMO**: -3.566 eV
**Charge**: -1
**Relative energy (zero: lowest compared OMol25 entry of this formula, charge and spin)**: 2.0 kcal per mole

Element x y z (Å)
1 O 0.59207 0.37086 -3.67020
2 C 0.44622 1.65459 -4.37842
3 C 0.33269 1.04662 -5.76049
4 H 1.34768 2.25402 -4.21206
5 H -0.45348 2.20553 -4.07443
6 C 0.44658 -0.27651 -4.96820
7 H 1.18924 1.28502 -6.39461
8 H -0.62472 1.23319 -6.24250
9 C 1.71321 -1.01787 -5.33750
10 H 2.57510 -0.34904 -5.23711
11 H 1.66097 -1.37577 -6.37189
12 H 1.84735 -1.87783 -4.67785
13 C -0.80745 -1.13172 -4.98879
14 H -1.67142 -0.54647 -4.65013
15 H -0.66869 -1.97865 -4.30693
16 H -1.00413 -1.51569 -5.99844
17 Cd 0.61853 0.57592 2.83924
18 C -2.61084 -0.75746 4.43141
19 C -2.13141 0.57153 4.50118
20 C -1.97543 1.06307 3.16409
21 H -1.91130 1.12726 5.41163
22 C -2.40019 0.01627 2.27553
23 C -2.76264 -1.10256 3.05645
24 H -3.09079 -2.06550 2.67115
25 H -2.83527 -1.40609 5.27803
26 H -1.74618 2.08926 2.87433
27 H -2.47271 0.09470 1.19316
28 C 1.30038 -2.24258 4.80950
29 C 0.26729 -2.70104 3.94269
30 C 0.53986 -2.24483 2.64078
31 H -0.57743 -3.32237 4.23315
32 C 1.76465 -1.47664 2.67835
33 C 2.25987 -1.56546 4.03253
34 H 3.23569 -1.21258 4.36496
35 H 1.35800 -2.44650 5.87870
36 H -0.00984 -2.51466 1.74302
37 H 2.33318 -1.15611 1.80207
38 O 0.84629 1.04276 0.45023
39 C 0.08547 0.04798 -0.33273
40 C -0.76876 0.85659 -1.29577
41 H -0.51075 -0.58831 0.35244
42 H 0.80855 -0.60327 -0.85288
43 C 0.14635 2.05789 -1.55307
44 H -1.68798 1.20543 -0.80001
45 H -1.03454 0.29679 -2.19770
46 C 0.68781 2.36355 -0.18287
47 H -0.31749 2.88515 -2.09121
48 H 0.99476 1.69742 -2.14067
49 H -0.03444 2.95718 0.39637
50 H 1.66314 2.87147 -0.17548
51 S 0.95622 0.69512 7.32419
52 C 1.02531 1.25690 5.84290
53 N 1.06538 1.65346 4.70388

***

Record 5
Formula: C4H15NO3
Source: OMol25
Level of theory: the ωB97M-V functional and the def2-TZVPD basis

Values from the calculation:
**Kohn-Sham gap**: 9.0 eV
**M**: 125.17 g/mol
**SMILES**: C=CCCN.O.O.O
**HOMO**: -8.839 eV
**Relative energy (zero: lowest compared OMol25 entry of this formula, charge and spin)**: 16.0 kcal per mole

Element x y z (Å)
1 C -0.88722 0.96865 1.53040
2 C -1.62937 0.01958 0.96668
3 C -1.09227 -1.29221 0.48208
4 C -1.40242 -1.56881 -0.99749
5 N -0.76247 -0.67063 -1.95893
6 H 0.18738 0.86910 1.61057
7 H -1.34751 1.88993 1.86364
8 H -2.68580 0.20039 0.78897
9 H -0.00937 -1.32976 0.61417
10 H -1.56010 -2.09650 1.06081
11 H -2.48094 -1.48969 -1.16880
12 H -1.11756 -2.58865 -1.24428
13 H -1.15726 0.26710 -1.92824
14 H 0.21945 -0.58732 -1.73921
15 O -0.30513 2.54921 -1.35569
16 H -0.78352 2.30154 -0.55185
17 H 0.56150 2.14858 -1.22863
18 O 2.89247 -0.56272 1.50076
19 H 2.42840 -0.53339 2.37051
20 H 3.12646 -1.47552 1.37877
21 O 2.22337 1.09843 -0.74058
22 H 2.56165 0.57612 -0.00579
23 H 3.02026 1.30658 -1.24786

***

Record 6
Formula: C11H17N2
Source: OMol25
Level of theory: the ωB97M-V functional and the def2-TZVPD basis

Values from the calculation:
**Kohn-Sham gap**: 6.9 eV
**M**: 177.27 g/mol
**HOMO**: -10.356 eV
**Charge**: +1
**Relative energy (zero: lowest compared OMol25 entry of this formula, charge and spin)**: 65.8 kcal per mole

Element x y z (Å)
1 C -2.02008 -2.83474 1.25809
2 C -0.88248 -3.29905 2.07796
3 N -1.70405 -2.80384 -0.40752
4 H -2.86675 -3.55543 1.39598
5 H -2.21503 -1.81237 1.25111
6 H -0.80505 -2.77588 3.08448
7 H 0.10164 -2.92508 1.83116
8 H -1.11294 -3.61476 -0.61812
9 H -2.48432 -2.83501 -0.91447
10 H -1.13764 -1.91196 -0.53970
11 H -0.82839 -4.41765 2.12888
12 C 2.18697 -0.26657 -1.96879
13 C 1.00175 1.40099 -0.32759
14 C 0.99735 0.41228 -1.36597
15 C -0.22514 2.14612 -0.35690
16 C -0.16030 0.63576 -2.11279
17 C 1.55287 3.02668 1.36504
18 C 0.34501 3.69665 1.32906
19 C 1.89587 1.87501 0.53869
20 C -0.55429 3.28031 0.42900
21 N -0.89182 1.66593 -1.44966
22 H 2.42497 3.38801 1.96279
23 H 0.29375 4.72685 1.93514
24 H 2.90990 1.53292 0.59762
25 H -1.32308 3.93290 0.07563
26 H 3.04427 -0.39503 -1.28031
27 H 2.76774 0.55523 -2.58515
28 H -0.49308 0.23016 -2.96149
29 H -1.72670 2.05527 -1.75626
30 H 1.90905 -1.11367 -2.61589